{
  "formula": "C3H4N2O",
  "method": "ωB97M-V with the def2-TZVPD basis set",
  "symbols": ["N", "C", "N", "C", "C", "O", "H", "H", "H", "H"],
  "positions_angstrom": [[2.03173, -0.02061, 0.07427], [0.65017, -0.05436, -0.19722], [-0.19670, -1.10437, -0.08033], [-1.48770, -0.64263, 0.04444], [-1.35110, 0.68131, 0.17262], [0.02532, 0.99842, -0.22996], [2.38414, 0.63469, 0.83306], [2.21810, -1.16330, 0.33298], [-2.54435, -1.12805, 0.17769], [-1.97385, 1.63829, 0.41930]],
  "forces_ev_per_angstrom": [[0.3805, -4.5006, 0.6833], [-0.0324, -5.5434, 2.0136], [2.2288, -1.9877, -0.6746], [-0.6804, 0.9103, 0.8755], [-0.4404, 3.9542, -1.1014], [-4.1300, 5.9323, 1.5215], [-1.1900, -1.2405, -1.3432], [-0.1836, 4.4880, -0.7795], [2.7869, 0.2469, -0.3293], [1.2606, -2.2595, -0.8659]],
  "lowdin_charge": [0.091, -0.585, 0.068, -0.162, -0.064, 0.060, 0.115, 0.189, 0.148, 0.142],
  "homo_energy_ev": -8.5,
  "e_tot_ev": -8200.967,
  "homo_lumo_gap_ev": 9.341,
  "charge": 0,
  "fmax_ev_per_a": 7.39,
  "smiles": "Nc1ncco1",
  "lumo_ha": 0.0303,
  "relative_energy_kj_mol": 281.61,
  "spin_multiplicity": 1
}

{
  "formula": "CH3NO2",
  "method": "ωB97M-V with the def2-TZVPD basis set",
  "symbols": ["O", "C", "N", "O", "H", "H", "H"],
  "positions_angstrom": [[-1.27780, -0.59961, -0.04116], [-0.75736, 0.49150, 0.06905], [0.60391, 0.65366, -0.14740], [1.29043, -0.54130, 0.03620], [-1.43363, 1.33910, 0.18617], [1.06025, 1.47164, 0.27982], [0.58913, -1.20804, 0.19120]],
  "forces_ev_per_angstrom": [[0.3237, -0.4298, 0.5101], [-0.0726, -0.2665, -1.1418], [-1.4504, 0.5490, 0.8637], [0.7479, -0.0362, -0.0541], [0.6730, 0.7491, 0.1028], [-0.1413, -0.8933, -0.1248], [-0.0803, 0.3276, -0.1559]],
  "lowdin_charge": [0.018, -0.321, -0.031, -0.037, 0.131, 0.149, 0.091],
  "homo_energy_ev": -9.8,
  "e_tot_ev": -6668.929,
  "homo_lumo_gap_ev": 10.677,
  "charge": 0,
  "fmax_ev_per_a": 1.78,
  "smiles": "O=CNO",
  "lumo_ha": 0.0323,
  "relative_energy_kj_mol": 263.90,
  "spin_multiplicity": 1
}

{
  "formula": "C15H23N2O2",
  "method": "ωB97M-V with the def2-TZVPD basis set",
  "symbols": ["C", "O", "C", "O", "C", "C", "C", "C", "N", "C", "C", "C", "C", "C", "C", "C", "N", "C", "C", "H", "H", "H", "H", "H", "H", "H", "H", "H", "H", "H", "H", "H", "H", "H", "H", "H", "H", "H", "H", "H", "H", "H"],
  "positions_angstrom": [[4.31937, -3.94283, -0.67754], [4.09690, -2.76461, 0.12444], [2.90000, -2.16882, -0.02674], [2.05402, -2.53729, -0.84765], [2.79963, -1.01835, 0.93226], [3.87996, -0.03523, 0.50354], [3.17622, 1.25534, 0.09214], [1.71802, 0.87310, -0.13490], [1.49570, -0.26308, 0.84701], [0.31061, -1.00450, 0.71475], [-0.83215, -0.08359, 0.34700], [-1.12425, 1.05026, 1.11675], [-2.15323, 1.89989, 0.70187], [-2.85014, 1.63571, -0.47930], [-2.57135, 0.48182, -1.20748], [-1.56089, -0.38536, -0.80098], [0.10280, -1.89105, 1.86802], [-0.01532, -3.31860, 1.55899], [-0.91942, -1.49071, 2.83024], [5.40061, -4.05807, -0.70383], [3.87749, -4.81091, -0.18147], [3.92048, -3.83586, -1.69039], [2.88406, -1.42732, 1.94727], [4.57908, 0.10519, 1.33363], [4.46144, -0.44687, -0.34139], [3.29378, 2.00359, 0.89153], [3.61447, 1.67932, -0.81285], [1.01112, 1.68335, 0.08189], [1.51460, 0.47252, -1.14821], [1.43898, 0.21685, 1.75259], [0.46551, -1.63593, -0.15418], [-0.56319, 1.25330, 2.03961], [-2.39099, 2.77895, 1.29864], [-3.63664, 2.30671, -0.82122], [-3.12956, 0.24609, -2.10876], [-1.32074, -1.30096, -1.35423], [0.23332, -3.90534, 2.45521], [-1.04511, -3.58161, 1.26426], [0.67085, -3.57461, 0.74729], [-1.02469, -2.24449, 3.62539], [-0.64920, -0.53936, 3.31136], [-1.91278, -1.39127, 2.35531]],
  "forces_ev_per_angstrom": [[0.3089, -0.3377, -0.1546], [-1.1448, 0.4968, -0.0113], [-0.9425, -2.0304, -1.6765], [1.8515, 0.8299, 1.3549], [-0.1113, -0.5991, -0.0506], [1.0872, 0.2273, 0.0558], [0.0750, 0.3492, 0.1855], [0.0439, 0.0413, -0.6125], [2.8309, 2.3472, 1.1153], [-3.6384, -2.5581, -0.6803], [-0.0531, 0.0977, 0.3264], [-0.4998, -0.0850, -0.4117], [0.3477, 0.0465, 0.1477], [-0.0402, -0.2573, 0.0995], [-0.0034, -0.0573, -0.1413], [0.0550, 0.1492, 0.3098], [0.5185, 0.2959, 0.1590], [-0.0930, 0.0254, -0.1378], [-0.2664, 0.2454, 0.1627], [-0.0902, -0.0100, -0.0271], [-0.0432, 0.1890, -0.1041], [0.0277, 0.0947, 0.3138], [0.0756, 0.2601, -0.2811], [-0.0244, 0.1434, -0.2997], [-0.2995, 0.1864, 0.5224], [-0.3031, -0.1477, -0.2982], [-0.0979, -0.0013, 0.1296], [0.2515, -0.4186, -0.1592], [0.1597, 0.1862, 0.5673], [0.0372, -0.1182, 0.0552], [-0.1010, 0.0195, 0.1168], [-0.3242, 0.0662, -0.4013], [0.0093, -0.1681, -0.1800], [0.2053, -0.1261, 0.1457], [0.0172, 0.1331, 0.1276], [-0.1693, 0.4431, 0.0967], [-0.0149, 0.1948, -0.2960], [0.2057, -0.0105, -0.0521], [-0.2088, -0.1196, 0.2179], [0.3208, 0.2067, -0.3408], [-0.2112, -0.2915, -0.0833], [0.2520, 0.0615, 0.1900]],
  "lowdin_charge": [-0.002, -0.025, -0.424, 0.091, -0.115, -0.096, -0.120, -0.050, 0.009, -0.300, -0.209, -0.068, -0.052, -0.059, -0.054, -0.009, -0.177, -0.055, -0.074, 0.102, 0.106, 0.102, 0.183, 0.136, 0.138, 0.129, 0.129, 0.133, 0.164, 0.196, 0.123, 0.118, 0.114, 0.115, 0.114, 0.132, 0.097, 0.100, 0.075, 0.099, 0.082, 0.101],
  "homo_energy_ev": -12.1,
  "e_tot_ev": -22996.718,
  "homo_lumo_gap_ev": 9.434,
  "charge": 1,
  "fmax_ev_per_a": 4.50,
  "smiles": "COC(=O)[C@H]1CCC[N@H+]1[C@H](c1ccccc1)N(C)C",
  "lumo_ha": -0.0986,
  "relative_energy_kj_mol": 118.33,
  "spin_multiplicity": 1
}